# 1
Molecular formula: C25H18O5
Method: DFT, ωB97M-V/def2-TZVPD

Last column: natural (NBO) charge in e.
Positions of all 48 atoms, in Å:
C (-5.27399, 3.42463, -4.92247)  -0.34
C (-5.46159, 2.42064, -3.98893)  0.17
O (-4.45654, 1.68734, -3.36085)  -0.49
C (-3.15430, 2.32317, -3.37550)  0.50
C (-2.97676, 3.37594, -4.55006)  -0.21
C (-3.99455, 3.84240, -5.21091)  -0.24
C (-2.23419, 1.05836, -3.51814)  -0.45
C (-1.37781, 1.40716, -2.38798)  -0.12
C (-0.25930, 0.90322, -1.79383)  0.01
C (0.46069, -0.45636, -2.05494)  -0.18
C (1.11077, -1.03078, -1.02038)  -0.20
C (1.43497, -0.29243, 0.23985)  -0.01
C (1.90050, -1.09944, 1.29249)  -0.03
C (2.70676, -2.29968, 1.01143)  -0.22
C (3.26367, -3.05760, 2.04360)  -0.15
C (2.91650, -2.76102, 3.49499)  0.43
C (2.53319, -1.30084, 3.67793)  -0.17
C (1.88795, -0.62768, 2.69647)  -0.05
C (1.23320, 0.68010, 3.10271)  -0.17
C (0.82195, 1.39894, 2.01636)  -0.20
C (0.90018, 1.06779, 0.61385)  0.24
O (1.26268, 2.10518, -0.21466)  -0.45
C (-0.01073, 1.67073, -0.52056)  0.19
C (-1.10437, 2.67717, -0.42961)  -0.35
C (-1.79805, 2.50152, -1.61709)  0.38
O (-2.84259, 3.16412, -2.21056)  -0.49
O (1.92791, -3.67747, 3.94945)  -0.53
C (2.30291, -4.34293, 5.12461)  -0.09
C (3.74190, -4.44944, 4.90243)  -0.10
O (4.09367, -3.17879, 4.21737)  -0.53
H (-6.09778, 4.10187, -5.21792)  0.22
H (-6.49643, 2.16741, -3.85755)  0.20
H (-1.93183, 3.63473, -4.81376)  0.22
H (-4.03833, 4.64781, -5.90822)  0.22
H (-1.71443, 1.21084, -4.52964)  0.24
H (-2.77424, 0.10360, -3.52211)  0.26
H (0.27329, -1.07744, -2.89533)  0.21
H (1.29871, -2.03959, -1.22542)  0.22
H (3.01311, -2.68013, 0.03952)  0.22
H (3.78854, -3.92742, 1.95455)  0.20
H (2.60826, -1.04713, 4.73782)  0.21
H (1.23930, 1.05116, 4.15572)  0.24
H (0.34837, 2.26604, 2.16710)  0.20
H (-1.24872, 3.44922, 0.36990)  0.24
H (1.86582, -5.37320, 5.20999)  0.20
H (2.01169, -3.74512, 6.00921)  0.17
H (3.97378, -5.33133, 4.30695)  0.17
H (4.32624, -4.54527, 5.81208)  0.20

Largest force on an atom in eV/Å: 5.80
SMILES: C1=CO[C@]2(C=C1)CC1=C3C=CC4=C5C=CC6(C=C5C=C[C@@]45O[C@@]35C=C1O2)OCCO6
LUMO energy in eV: -0.921
Relative energy (zero: lowest compared OMol25 entry of this formula, charge and spin) in kJ/mol: 237.98
Kohn-Sham gap in eV: 6.7


# 2
Molecular formula: C25H19AsBr2F6N4O5Ti
Method: DFT, ωB97M-V/def2-TZVPD

Last column: natural (NBO) charge in e.
Positions of all 63 atoms, in Å:
Ti (0.58270, 1.51662, 0.06530)  1.76
O (-1.82923, 3.94720, -2.56027)  -0.66
C (-2.98238, 3.29671, -2.32458)  0.36
C (-4.03583, 3.56923, -3.20079)  -0.28
C (-5.25067, 2.93941, -3.05276)  -0.16
C (-5.45383, 2.01743, -2.02451)  -0.27
C (-4.42296, 1.74673, -1.15550)  -0.14
C (-3.17631, 2.37633, -1.28140)  -0.18
C (-2.10485, 2.02193, -0.34617)  0.59
O (-0.91012, 2.57643, -0.50717)  -0.71
N (-2.32103, 1.16469, 0.59757)  -0.39
N (-1.14965, 0.94469, 1.28644)  -0.25
C (-1.29019, 0.33374, 2.39531)  0.14
C (-0.14338, 0.06646, 3.25458)  0.12
C (-0.29559, -0.53513, 4.49620)  -0.22
C (0.83352, -0.70441, 5.28245)  -0.16
C (2.05149, -0.25373, 4.80238)  -0.25
C (2.09383, 0.33609, 3.54295)  0.07
N (1.02622, 0.47965, 2.77788)  -0.39
H (-1.16221, 3.65086, -1.91731)  0.51
H (-3.85825, 4.28039, -3.99613)  0.23
H (-6.05180, 3.16172, -3.74624)  0.21
H (-6.40699, 1.51945, -1.91353)  0.22
H (-4.55009, 1.03339, -0.35345)  0.23
H (-2.28979, 0.04429, 2.70575)  0.21
H (-1.27380, -0.85047, 4.83453)  0.23
H (0.76100, -1.16847, 6.25700)  0.23
H (2.95593, -0.34837, 5.38706)  0.23
H (3.02600, 0.71829, 3.14406)  0.20
C (1.03508, -3.24411, 2.59762)  -0.64
C (0.53707, -3.34246, 1.18561)  0.25
C (0.24621, -4.61396, 0.63068)  -0.27
C (-0.21607, -4.70037, -0.64360)  -0.12
C (-0.38782, -3.52076, -1.40296)  -0.13
C (-0.84543, -3.48929, -2.74434)  -0.05
Br (-1.29500, -5.10018, -3.63538)  0.06
C (-0.97437, -2.31648, -3.42073)  -0.24
C (-0.64966, -1.10355, -2.78790)  -0.15
Br (-0.82612, 0.50906, -3.73791)  0.11
C (-0.20094, -1.07240, -1.49065)  0.35
O (0.10501, 0.07447, -0.90396)  -0.65
C (-0.06737, -2.29972, -0.76783)  0.12
N (0.37654, -2.22937, 0.51494)  -0.43
H (1.72404, -4.05730, 2.82783)  0.22
H (0.20194, -3.31100, 3.30136)  0.22
H (1.53431, -2.28894, 2.74508)  0.23
H (0.39546, -5.50402, 1.22802)  0.22
H (-0.44799, -5.65800, -1.08854)  0.23
H (-1.32343, -2.30302, -4.44304)  0.25
C (4.68060, 0.07634, 0.79420)  -0.71
C (3.58075, 0.83056, 0.11722)  0.89
O (3.98545, 1.74378, -0.71175)  -0.74
O (2.39735, 0.54873, 0.32016)  -0.61
H (5.59723, 0.65841, 0.80336)  0.25
H (4.85230, -0.82656, 0.20401)  0.26
H (4.38186, -0.22445, 1.79312)  0.23
F (1.23901, 2.73761, 1.18678)  -0.51
As (3.18145, 2.28304, -2.30852)  2.82
F (1.52940, 2.41537, -1.45104)  -0.57
F (4.69754, 2.13238, -3.06517)  -0.59
F (2.37532, 2.79000, -3.71926)  -0.59
F (2.75279, 0.63972, -2.58602)  -0.60
F (3.45571, 3.88536, -1.79103)  -0.59

Largest force on an atom in eV/Å: 1.05
LUMO energy in eV: -1.285
Relative energy (zero: lowest compared OMol25 entry of this formula, charge and spin) in kJ/mol: 0.00
Kohn-Sham gap in eV: 7.0


# 3
Molecular formula: C25H19Br2IrN4O5
Method: DFT, ωB97M-V/def2-TZVPD

Last column: natural (NBO) charge in e.
Positions of all 56 atoms, in Å:
Ir (0.04887, 0.63745, -2.28027)  1.03
C (-2.41207, -1.80577, -3.04717)  -0.25
O (-2.02111, -0.84615, -2.05409)  -0.53
C (-2.12139, -1.20573, -0.74671)  0.26
C (-2.51020, -2.43951, -0.28429)  -0.33
C (-2.53381, -2.63030, 1.09182)  -0.05
Br (-3.04289, -4.32229, 1.74945)  0.11
C (-2.14053, -1.64879, 1.97556)  -0.23
C (-1.69929, -0.41283, 1.49956)  -0.08
C (-1.72000, -0.20523, 0.14166)  0.24
O (-1.22433, 1.00099, -0.40517)  -0.71
C (-1.18096, 0.56517, 2.48493)  0.34
N (-1.11732, 0.29462, 3.74961)  -0.46
C (-0.56868, 1.42494, 4.34180)  0.14
C (-0.27794, 1.68147, 5.68151)  -0.21
C (0.27041, 2.90448, 5.99403)  -0.22
C (0.53580, 3.87103, 5.00245)  -0.19
C (0.26215, 3.63715, 3.67900)  -0.23
C (-0.29750, 2.39161, 3.37282)  0.08
N (-0.69218, 1.81314, 2.18675)  -0.53
H (-1.71378, -2.64305, -3.06653)  0.19
H (-2.37804, -1.28316, -3.99751)  0.22
H (-3.42534, -2.15412, -2.85617)  0.20
H (-2.80002, -3.23880, -0.95153)  0.25
H (-2.15383, -1.80271, 3.04609)  0.27
H (-1.93850, 1.44394, -0.89511)  0.53
H (-0.48344, 0.93533, 6.43890)  0.23
H (0.50303, 3.13675, 7.02558)  0.23
H (0.96488, 4.82206, 5.29133)  0.23
H (0.46786, 4.38091, 2.91834)  0.22
H (-0.63721, 2.21664, 1.26964)  0.43
Br (1.08431, -2.09895, -4.98426)  0.13
C (1.78482, -0.39321, -4.65237)  -0.03
C (3.14609, -0.17030, -4.71549)  -0.01
N (3.67324, 1.04935, -4.55057)  -0.31
C (2.88478, 2.08220, -4.27654)  0.04
C (1.50527, 1.94000, -4.14972)  -0.07
C (0.93045, 0.67736, -4.34698)  -0.44
C (0.62751, 3.02821, -3.60839)  0.75
O (0.70168, 4.16869, -3.95758)  -0.52
O (-0.16925, 2.55272, -2.65441)  -0.70
H (3.83397, -0.98031, -4.92402)  0.22
H (3.35425, 3.05008, -4.14968)  0.23
H (-0.12583, 0.60826, -4.63019)  0.29
O (1.13826, -1.02942, -1.78792)  -0.61
N (1.16348, -1.59915, -0.56773)  0.04
C (0.90052, -2.90197, -0.47048)  0.04
C (0.95465, -3.52290, 0.75902)  -0.20
C (1.27672, -2.78479, 1.88718)  -0.13
C (1.57068, -1.43923, 1.74879)  -0.21
C (1.51672, -0.86494, 0.49822)  0.04
H (0.66881, -3.39883, -1.40074)  0.25
H (0.73763, -4.57998, 0.82489)  0.26
H (1.30444, -3.25342, 2.86208)  0.25
H (1.85131, -0.83354, 2.59995)  0.26
H (1.72289, 0.17483, 0.29066)  0.25

Largest force on an atom in eV/Å: 1.97
LUMO energy (spin up / spin down) in eV: -4.469 / -4.323
Relative energy (zero: lowest compared OMol25 entry of this formula, charge and spin) in kJ/mol: 105.25
⟨S²⟩: 0.7538
Kohn-Sham gap (spin up / spin down) in eV: 6.5 / 6.7
2S+1: 2
Charge: +1